The following is a DFT calculation (wB97M-V/def2-TZVPD) of a molecular structure, H30HeO15.

Structure (XYZ):
```
46
Properties=species:S:1:pos:R:3:forces:R:3
O -2.7705 1.6888 1.2591 0.1769 0.5031 0.2676
O -0.1574 3.0473 0.6764 0.4250 -0.0436 0.3789
O -1.8352 -0.2936 2.8637 -0.2335 -0.9936 0.2829
O 0.4095 -2.7062 0.2977 0.1788 -0.0550 -0.1701
O -0.5116 2.1457 -1.8558 -0.3232 0.3414 -0.7241
O 0.6959 0.9855 3.1141 0.1554 -0.1432 0.0514
O 2.7188 -1.2320 2.9442 0.4308 -0.2508 -0.0333
O 2.9073 1.7651 1.0238 -0.2247 -0.0285 0.2027
O 0.8517 -0.5877 -3.2038 -0.9721 -0.1972 -0.3802
O -3.6928 -2.4837 1.5056 -0.2632 -0.2969 -0.3748
O 3.8674 -0.1153 -2.7398 0.9589 -0.0802 -0.1770
O -2.8932 0.3066 -1.3652 0.0767 1.2327 0.4666
O 2.4406 -2.4282 -1.7388 0.2376 -0.0779 -0.2319
O 2.0418 1.6739 -1.6356 0.9056 -0.1179 -0.1240
O -2.8714 -2.2943 -2.2029 0.1112 0.1375 0.2176
He -0.0381 -0.1248 -0.4799 -0.0126 -0.0123 0.0895
H -2.8607 1.2949 0.3915 0.0258 -0.4609 -0.8774
H 2.3073 -0.4486 2.5793 -0.2624 0.3042 -0.0304
H -2.8109 -0.6060 -1.6420 0.0635 -1.0613 -0.0621
H 3.0353 2.0996 1.9115 0.0974 0.1545 0.2094
H 1.9872 -1.8150 3.1472 -0.1248 -0.0808 0.1280
H 3.1271 -3.0495 -1.4962 0.1853 -0.2083 -0.0517
H 0.7246 1.5674 3.8735 -0.0561 0.0249 0.3661
H -3.4526 -2.7792 2.3838 0.0935 0.0672 0.2412
H 3.2800 0.5861 -2.4585 -0.3435 0.3703 0.0470
H 3.7136 1.2876 0.8287 0.3545 -0.2430 -0.1670
H 1.1859 -1.3302 -2.7007 0.4223 -0.1327 -0.1235
H -3.2178 -1.6606 1.3911 0.2522 0.2425 0.1764
H -3.4034 0.7230 -2.0599 -0.1916 0.1938 -0.1623
H -3.7113 -2.4252 -2.6429 -0.3423 -0.1819 -0.0342
H 0.8500 1.5608 2.3648 -0.0375 0.2257 -0.6502
H -0.4520 2.4392 -0.9466 -0.1484 0.3961 0.6430
H 0.3036 -2.7337 1.2486 0.0477 0.0382 0.2143
H -1.1978 1.4785 -1.8481 -0.2049 -0.5208 -0.1056
H 1.7480 -2.5719 -1.0939 -0.3619 -0.0388 0.7189
H -3.6217 2.0922 1.4293 -0.2479 0.1190 0.1924
H -0.4648 -2.8883 -0.0466 -0.3718 -0.0505 -0.1332
H -0.9083 -0.0584 2.9049 0.3997 0.2087 0.1092
H 1.1403 1.9742 -1.7510 -0.6984 0.1017 -0.4507
H -2.2346 -2.2326 -2.9148 0.4399 -0.0544 -0.3273
H 2.1601 1.6288 -0.6868 0.1085 0.0738 0.3550
H -2.2186 0.3457 2.2633 -0.2161 0.5024 -0.1495
H 1.1032 0.1814 -2.6925 0.2573 0.3018 0.1756
H -0.9337 2.9083 1.2189 -0.6954 -0.3161 0.1429
H 0.0745 3.9648 0.8199 0.2126 0.3181 -0.1426
H 3.5847 -0.8805 -2.2389 -0.2847 -0.2111 0.0066
```
Forces are in eV/Å.

Results
Spin multiplicity: 1
Net charge: 0
LUMO, Ha: -0.0092
HOMO-LUMO gap, eV: 9.18

***

The following is a DFT calculation (wB97M-V/def2-TZVPD) of 8 unconnected molecules or ions with the total composition C14H30Br12N2O4.

Structure (XYZ):
```
62
Properties=species:S:1:pos:R:3:forces:R:3
Br -4.7428 2.0103 0.1031 0.5876 0.3762 -0.1781
Br -4.7657 -0.4169 2.3935 0.3116 0.2590 0.3156
Br -2.5249 -3.5247 -6.5163 -0.1996 1.2803 0.5937
Br -3.5324 0.0719 -3.5222 -0.3094 -0.9341 -0.7819
Br -2.2801 -5.2518 3.4443 0.3463 1.3805 -0.4956
Br 0.5724 1.4946 -0.3715 -0.0341 0.0648 0.1374
Br -1.0840 -2.7589 -1.6702 0.2317 1.0575 0.4110
Br 2.3498 -1.1876 1.7611 0.8661 0.7987 -1.1033
Br 5.8832 -1.4169 -1.2723 0.1103 0.3304 -0.0262
Br -0.9141 -0.6888 3.2197 -0.1703 -0.7563 0.1850
Br 2.3875 5.0550 -0.9370 0.1922 -0.0914 -0.2379
Br -1.4143 6.6268 1.1276 -0.0074 -0.1281 0.0072
O -0.6345 2.6831 2.9736 -2.4452 -0.8282 0.1772
O 2.4649 -2.8849 -1.5142 1.4717 -2.2484 -1.9635
O 2.1428 -4.7749 -2.6136 1.2947 1.8267 0.7819
O 0.4394 4.5037 3.2102 0.5472 -0.3366 0.7135
N 0.3629 3.2868 3.2318 -0.3132 0.9207 -1.8004
N 2.8637 -3.8186 -2.2810 -3.0092 -0.0926 1.4864
C -1.1090 -2.6085 3.7549 1.2662 0.0738 0.0117
C 0.1683 -0.0440 -1.4434 -1.2928 -1.8417 -0.0443
C 4.6907 -1.6836 0.2517 0.4516 0.9139 0.3495
C -3.9421 1.3461 2.7547 0.9848 -0.5749 -1.2091
C -2.8908 -1.6493 -5.8348 -0.9383 0.0226 -0.3112
C 3.6704 -0.5298 0.3323 -0.2529 -1.2050 0.4341
C 0.5322 5.0478 -0.3521 0.0490 0.6857 0.5739
C 4.2038 -3.7865 -2.8681 0.2108 0.3267 -1.4927
C -1.9139 -3.3656 2.7459 -1.1867 -0.3237 0.3612
C 1.5081 2.4305 3.2689 3.5522 0.6056 1.0544
C -0.7035 -1.0882 -0.6583 0.4548 0.2019 0.7808
C -3.3034 1.9469 1.4207 -1.5131 -0.1581 2.0159
C 0.3753 6.3296 0.4891 0.9404 -0.3512 -0.6470
C -3.5473 -1.6982 -4.4639 1.3678 -0.7272 0.4959
H -3.1478 1.1598 3.4775 -0.0510 -0.0213 -0.0900
H -2.8814 -2.8730 2.6488 -0.1137 -0.4044 -0.0931
H 4.1813 -4.4878 -3.7022 0.0505 -0.2007 0.3685
H 2.3694 3.0943 3.3444 0.0871 0.1098 -0.0617
H 1.1051 6.3160 1.2987 -0.4833 -0.1723 0.3137
H -1.4695 -3.4690 1.7560 0.1928 -0.0872 0.3003
H -1.9878 -1.0455 -5.9249 -0.0326 -0.3940 0.1819
H -3.6738 -1.2565 -6.4834 0.4756 -0.0545 -0.4798
H 0.6771 7.1833 -0.1177 -0.3971 -0.0121 -0.0885
H -0.3814 0.2938 -2.3219 0.0951 0.1010 0.1244
H -0.2514 -1.3965 0.2844 0.9323 -0.3153 -0.4706
H 3.1651 -0.3014 -0.6060 -0.3481 -0.6084 0.2121
H -2.4369 1.4123 1.0315 -0.3553 -0.2404 0.1180
H -4.5160 -2.1879 -4.5638 -0.2282 0.7085 0.3193
H -1.6200 -0.7334 -0.1870 -0.5122 0.4436 -1.1448
H 4.0732 0.4290 0.6590 0.2071 -0.3860 0.3983
H -2.9457 -2.3121 -3.7934 -0.1160 0.1215 0.0329
H 5.0298 -3.9977 -2.1891 -0.5054 0.1271 0.1999
H 0.4603 4.1267 0.2262 -0.4400 0.3336 -0.0736
H 4.3219 -2.7072 0.1849 -0.4253 0.5106 -0.1126
H 1.6675 1.8645 2.3511 -0.7961 -0.2212 0.2451
H 1.0945 -0.5223 -1.7620 -0.0231 0.1352 0.1538
H -1.4697 -2.6022 4.7835 -0.3546 -0.0101 -0.3739
H -4.7355 1.9139 3.2408 0.1820 0.2736 -0.5625
H 1.5694 1.8620 4.1969 -0.6323 -0.3794 -0.3454
H -0.0912 -2.9985 3.7667 0.0177 0.1908 0.0978
H 5.3824 -1.6192 1.0917 -0.2609 -0.0780 0.0671
H -2.9928 2.9509 1.7100 -0.0878 0.1042 -0.4533
H 4.2902 -2.8003 -3.3242 0.2903 0.0455 0.4099
H -0.0991 5.0486 -1.2407 0.0678 -0.1473 0.2119
```
Forces are in eV/Å.

Results
Spin multiplicity: 1
SMILES: C[N+](=O)[O-].C[N+](=O)[O-].BrCCBr.BrCCBr.BrCCBr.BrCCBr.BrCCBr.BrCCBr
Net charge: 0
LUMO, Ha: -0.0200
HOMO-LUMO gap, eV: 9.08